(1)
Density functional theory data (ωB97M-V/def2-TZVPD) for an isolated molecule of C12H10FNO4.

CARTESIAN COORDINATES (ANGSTROEM)
O: 2.4067 -2.1259 5.0823
O: -1.6063 0.1506 1.4050
O: -1.4395 1.2556 -4.7360
F: 3.0027 -0.0988 -0.3751
O: 0.1888 -2.3301 5.5244
C: 1.2610 -1.9383 4.7479
C: -0.4799 -0.3198 1.6149
C: -1.5845 1.2682 -3.4947
C: 0.9865 -1.2010 3.4749
C: -0.2811 -1.0059 2.9062
C: 2.0586 0.7908 -2.4157
C: 0.9064 1.0823 -3.1579
C: -0.4986 0.5177 -1.3175
C: 1.9276 0.3447 -1.0976
C: -0.3874 0.9824 -2.6312
C: 0.6668 0.1708 -0.5703
N: 0.5585 -0.3697 0.7100
C: -3.0013 1.4371 -2.9609
H: 0.5979 -2.7436 6.2972
H: 1.8820 -0.8382 3.0110
H: -1.2051 -1.3677 3.4284
H: 3.0170 0.9072 -2.8720
H: 1.1079 1.3879 -4.1993
H: -1.5117 0.2787 -0.9832
H: 1.4237 -0.6489 1.1337
H: -3.0142 2.0721 -2.0323
H: -3.3964 0.4616 -2.7476
H: -3.5862 1.8801 -3.7449

Computed properties:
SMILES string = CC(=O)c1ccc(F)c(NC(=O)/C=C/C(=O)O)c1
gap between HOMO and LUMO = 8.26 eV
largest force on an atom = 4.063 eV/A

***

(2)
Density functional theory data (ωB97M-V/def2-TZVPD) for an isolated molecule of C11H17N3O2.

CARTESIAN COORDINATES (ANGSTROEM)
O: 0.9493 -1.6552 2.0827
N: -0.9120 0.4264 -0.1653
N: -0.5292 1.5821 -0.7535
O: 1.2257 0.7038 0.3365
C: 0.0495 -1.3260 1.3066
C: 0.1342 -0.0763 0.4729
C: 0.7205 1.6969 -0.4294
N: -1.6507 -2.5637 -0.1600
C: 2.4310 3.4636 0.1947
C: 2.5547 2.3806 -2.0437
C: 0.6895 3.9737 -1.4906
C: -2.6692 -3.6494 -0.0772
C: -2.4302 -4.2547 1.3097
C: 1.5684 2.8683 -0.9255
C: -1.1962 -3.5745 1.8892
C: -1.2212 -2.1977 1.2170
H: -1.9659 -1.7374 -0.6995
H: 3.2399 2.7848 0.4420
H: 1.7744 3.6474 1.0300
H: 2.8883 4.3762 -0.1426
H: 3.3255 1.7041 -1.6455
H: 1.9636 1.8634 -2.7888
H: 3.0741 3.2394 -2.5201
H: 0.1363 4.5230 -0.6967
H: 1.2253 4.6804 -2.0953
H: -0.0632 3.5202 -2.1488
H: -3.6653 -3.2670 -0.1359
H: -2.4994 -4.3739 -0.9023
H: -2.3217 -5.3641 1.3026
H: -3.2853 -4.0330 1.9590
H: -0.2758 -4.1454 1.5528
H: -1.2334 -3.5604 2.9852
H: -2.0315 -1.6557 1.7396

Computed properties:
energy above the lowest of the compared OMol25 structures with the same formula, charge and spin = 71.9 kcal/mol
SMILES string = CC(C)(C)c1nnc(C(=O)[C@@H]2CCCN2)o1
gap between HOMO and LUMO = 8.67 eV
largest force on an atom = 2.804 eV/A

***

(3)
Density functional theory data (ωB97M-V/def2-TZVPD) for a structure of composition C3H10NOPS.

CARTESIAN COORDINATES (ANGSTROEM)
C: 0.9287 0.9469 -0.5241
C: 0.7182 -1.3099 0.7685
C: 0.1986 0.1124 0.5671
N: -1.4947 -1.2046 -1.6739
O: -2.1467 1.1343 -0.9356
P: -0.3153 1.0548 1.9839
S: -1.9694 -0.1666 -0.3789
H: 0.1327 1.2891 -1.0486
H: 1.5966 1.7284 -0.0593
H: 1.6084 0.3500 -1.1113
H: 0.0253 -2.0499 0.3251
H: 0.8543 -1.6581 1.8865
H: 1.6371 -1.2713 0.0776
H: -1.2403 -2.0778 -1.2766
H: -1.1240 -0.6277 -2.3527
H: 1.0272 1.3824 2.4525
H: -0.4366 2.3675 1.2999

Computed properties:
energy above the lowest of the compared OMol25 structures with the same formula, charge and spin = 118.5 kcal/mol
gap between HOMO and LUMO = 8.52 eV
largest force on an atom = 4.502 eV/A

***

Number 1: E_LUMO -0.9 eV, E_HOMO -9.154 eV. Number 2: E_LUMO -0.2 eV, E_HOMO -8.819 eV. Number 3: E_LUMO 0.5 eV, E_HOMO -8.048 eV.